107
Properties=species:S:1:pos:R:3:lowdin_charge:R:1 method="wB97M-V/def2-TZVPD" multiplicity=3 homo_ev="-6.32 / -7.02" s_squared=2.020 charge=0 relative_energy_kcal_mol=19.04
Ti 0.799 0.160 -0.124 0.209
N 4.695 -1.616 1.850 0.121
C 4.343 -2.854 2.323 -0.071
C 3.318 -3.269 1.525 -0.129
N 3.033 -2.307 0.588 0.099
C 3.861 -1.330 0.821 -0.314
C 3.893 -0.116 0.010 -0.263
N 2.838 0.467 -0.514 -0.028
C 3.316 1.489 -1.319 -0.129
C 4.665 1.534 -1.235 -0.049
N 5.011 0.514 -0.373 0.128
H 5.305 -0.965 2.317 0.154
H 4.839 -3.309 3.165 0.115
H 2.763 -4.195 1.575 0.106
H 2.647 2.129 -1.862 0.094
H 5.391 2.192 -1.681 0.119
H 5.948 0.218 -0.162 0.164
S 0.575 2.521 0.102 0.631
C -1.141 2.889 -0.061 -0.646
C -1.556 4.213 0.055 -0.062
C -2.898 4.562 -0.020 -0.196
C -3.282 5.947 0.113 -0.178
N -3.565 7.058 0.215 0.158
C -3.854 3.555 -0.206 -0.202
C -3.447 2.239 -0.326 -0.073
C -2.096 1.877 -0.270 -0.658
S -1.643 0.205 -0.412 0.636
C -5.266 3.864 -0.225 -0.179
N -6.393 4.103 -0.230 0.167
H -0.817 4.989 0.215 0.117
H -4.197 1.464 -0.432 0.118
S 0.425 -0.857 1.932 0.122
Sb -0.250 1.108 3.150 1.287
C -2.568 1.119 2.958 -0.331
C -3.241 -0.089 2.916 -0.134
C -4.630 -0.075 2.845 -0.085
C -5.319 1.137 2.829 -0.090
C -4.623 2.339 2.893 -0.099
C -3.230 2.331 2.951 -0.148
C -0.591 0.116 5.041 -0.400
C -1.151 0.869 6.079 -0.142
C -1.416 0.295 7.318 -0.093
C -1.135 -1.048 7.534 -0.099
C -0.586 -1.810 6.510 -0.091
C -0.312 -1.232 5.272 -0.137
C 1.913 1.488 3.788 -0.326
C 2.272 1.429 5.131 -0.115
C 3.602 1.602 5.516 -0.091
C 4.580 1.856 4.564 -0.112
C 4.221 1.946 3.222 -0.115
C 2.894 1.764 2.842 -0.161
H -2.700 -1.030 2.935 0.095
H -5.177 -1.011 2.807 0.099
H -6.401 1.145 2.759 0.101
H -5.160 3.281 2.885 0.104
H -2.681 3.268 2.981 0.098
H -1.392 1.919 5.919 0.101
H -1.849 0.893 8.111 0.100
H -1.348 -1.499 8.496 0.097
H -0.373 -2.860 6.674 0.097
H 0.123 -1.836 4.482 0.050
H 1.524 1.225 5.890 0.085
H 3.871 1.543 6.565 0.100
H 5.611 1.998 4.866 0.094
H 4.970 2.188 2.472 0.091
H 2.626 1.853 1.801 0.031
O 0.814 0.012 -2.138 -0.413
P 0.260 -0.825 -3.276 0.563
N 1.271 -0.625 -4.556 -0.183
C 2.692 -0.976 -4.410 -0.184
C 2.912 -2.081 -5.446 -0.162
C 1.894 -1.773 -6.570 -0.151
C 0.913 -0.730 -5.978 -0.178
N -1.186 -0.373 -3.892 -0.178
C -1.458 1.090 -3.965 -0.172
C -2.936 1.147 -4.332 -0.153
C -3.535 -0.056 -3.595 -0.156
C -2.437 -1.125 -3.622 -0.192
N 0.239 -2.396 -2.839 -0.163
C -0.145 -3.451 -3.805 -0.181
C -0.985 -4.413 -2.975 -0.161
C -0.329 -4.325 -1.594 -0.150
C -0.019 -2.836 -1.444 -0.188
H 2.903 -1.295 -3.390 0.108
H 3.316 -0.104 -4.630 0.118
H 2.708 -3.053 -4.995 0.092
H 3.939 -2.093 -5.814 0.106
H 1.368 -2.673 -6.885 0.100
H 2.393 -1.363 -7.448 0.101
H -0.131 -1.007 -6.087 0.100
H 1.050 0.238 -6.463 0.111
H -0.815 1.559 -4.712 0.116
H -1.278 1.566 -3.003 0.093
H -3.064 1.041 -5.412 0.110
H -3.386 2.090 -4.021 0.114
H -4.453 -0.415 -4.059 0.111
H -3.747 0.210 -2.561 0.079
H -2.609 -1.851 -4.420 0.108
H -2.393 -1.657 -2.672 0.083
H 0.747 -3.957 -4.181 0.107
H -0.685 -3.038 -4.660 0.104
H -0.984 -5.420 -3.388 0.113
H -2.018 -4.061 -2.921 0.108
H 0.592 -4.912 -1.575 0.116
H -0.977 -4.674 -0.793 0.116
H 0.853 -2.667 -0.820 0.078
H -0.876 -2.324 -1.012 0.067



110
Properties=species:S:1:pos:R:3:lowdin_charge:R:1 method="wB97M-V/def2-TZVPD" homo_ev=-1.18 charge=-2 relative_energy_kcal_mol=51.86
Rb -0.645 0.089 -0.239 0.556
Br -0.166 -0.071 -4.309 0.406
C -2.057 -1.348 -4.177 -0.776
Br -2.431 -2.121 -2.496 0.760
H -1.799 -2.079 -4.928 -0.033
H -2.792 -0.619 -4.483 -0.016
S 5.602 -1.019 0.499 1.026
C 4.821 -2.353 1.289 -0.489
C 5.332 -3.601 1.615 -0.121
C 4.490 -4.515 2.227 -0.115
C 3.162 -4.188 2.507 -0.091
C 2.644 -2.950 2.176 0.008
C 3.476 -2.021 1.556 -0.296
N 3.100 -0.775 1.138 0.096
C 4.026 -0.120 0.543 -0.498
C 3.872 1.148 -0.149 -0.307
C 5.014 1.869 -0.541 -0.111
C 4.885 2.987 -1.338 -0.145
C 3.611 3.416 -1.709 -0.141
C 2.496 2.738 -1.236 -0.187
C 2.555 1.559 -0.471 -0.064
H 6.358 -3.858 1.383 0.092
H 4.855 -5.505 2.476 0.088
H 2.533 -4.923 2.993 0.083
H 1.608 -2.684 2.359 0.094
H 5.999 1.542 -0.211 0.068
H 5.764 3.532 -1.669 0.078
H 3.503 4.280 -2.362 0.077
H 1.514 3.128 -1.510 0.046
C 1.099 -8.619 -2.250 -0.094
O 0.787 -7.495 -1.471 -0.092
C 0.712 -7.658 -0.111 -0.207
C 0.874 -8.865 0.537 -0.047
C 0.784 -8.927 1.926 -0.122
C 0.544 -7.775 2.646 -0.104
C 0.387 -6.553 2.004 -0.028
C 0.455 -6.466 0.612 -0.149
N 0.354 -5.313 -0.133 0.170
C -0.091 -4.014 0.194 -0.345
N -0.891 -3.981 1.282 0.129
C -1.339 -2.925 2.125 -0.233
C -0.839 -1.630 2.081 -0.178
C -1.395 -0.726 2.994 -0.207
C -2.373 -1.091 3.910 -0.109
C -2.801 -2.411 3.982 -0.068
C -2.275 -3.330 3.092 -0.225
O -2.609 -4.691 3.103 -0.132
C -3.182 -5.190 4.281 -0.122
N 0.261 -2.984 -0.479 0.141
C 1.030 -2.942 -1.625 -0.222
C 2.012 -1.951 -1.703 -0.024
C 2.799 -1.778 -2.827 -0.097
C 2.604 -2.583 -3.937 -0.129
C 1.603 -3.544 -3.912 -0.057
C 0.818 -3.724 -2.784 -0.235
O -0.215 -4.639 -2.736 -0.159
C -0.721 -5.122 -3.949 -0.106
H 1.140 -8.265 -3.278 0.086
H 0.331 -9.396 -2.167 0.093
H 2.071 -9.043 -1.975 0.095
H 1.070 -9.769 -0.023 0.094
H 0.910 -9.880 2.423 0.088
H 0.483 -7.815 3.726 0.098
H 0.234 -5.662 2.594 0.106
H 0.521 -5.444 -1.118 0.105
H -1.312 -4.864 1.523 0.111
H -1.066 0.312 2.990 0.067
H -2.804 -0.356 4.583 0.088
H -3.537 -2.707 4.718 0.087
H -3.148 -6.278 4.206 0.081
H -4.223 -4.869 4.398 0.084
H -2.617 -4.870 5.164 0.092
H 2.118 -1.288 -0.855 0.073
H 3.541 -0.990 -2.837 0.107
H 3.195 -2.458 -4.835 0.092
H 1.444 -4.160 -4.789 0.096
H -1.673 -5.596 -3.712 0.094
H -0.054 -5.866 -4.404 0.086
H -0.890 -4.317 -4.671 0.080
N -1.798 2.401 -2.088 -0.022
C -3.230 2.684 -2.006 -0.296
C -3.673 2.926 -0.563 -0.137
C -4.181 1.602 0.137 -0.737
O -5.243 1.723 0.777 -0.073
O -3.465 0.594 -0.037 -0.162
H -1.267 3.238 -1.878 0.038
H -1.542 2.088 -3.018 -0.001
H -3.768 1.813 -2.389 0.108
H -3.509 3.550 -2.637 0.091
H -4.489 3.650 -0.514 0.093
H -2.827 3.284 0.032 0.077
O 1.702 0.488 3.631 -0.088
H 2.005 0.644 2.725 0.008
H 0.933 -0.086 3.516 -0.011
N -0.081 2.967 1.327 0.211
C -0.126 4.079 1.022 -0.279
N -0.097 5.389 0.763 -0.096
C -0.603 6.286 1.796 -0.125
C -2.076 6.596 1.543 -0.184
O -2.251 7.146 0.247 -0.137
C -1.836 6.218 -0.749 -0.175
C -0.356 5.885 -0.584 -0.120
H -0.020 7.211 1.751 0.124
H -0.467 5.826 2.774 0.132
H -2.441 7.341 2.251 0.121
H -2.668 5.676 1.647 0.134
H -2.025 6.693 -1.713 0.126
H -2.434 5.303 -0.674 0.101
H 0.240 6.793 -0.720 0.126
H -0.033 5.144 -1.315 0.114



105
Properties=species:S:1:pos:R:3:lowdin_charge:R:1 method="wB97M-V/def2-TZVPD" multiplicity=6 homo_ev="-6.46 / -6.45" s_squared=8.849 charge=0 relative_energy_kcal_mol=72.60
Ru 0.240 0.360 0.336 1.549
C -0.140 3.991 -2.352 -0.037
O 0.525 3.436 -3.492 -0.052
C 0.752 2.121 -3.686 -0.201
C 1.229 1.752 -4.913 0.018
C 1.544 0.410 -5.224 -0.058
C 1.384 -0.581 -4.307 -0.051
C 0.914 -0.275 -3.005 -0.150
C 0.674 -1.349 -2.138 -0.068
N 0.255 -1.299 -0.880 -0.105
N -0.090 -2.500 -0.405 0.101
C -0.801 -2.408 0.739 -0.425
O -1.109 -1.324 1.279 -0.085
C -1.203 -3.707 1.338 -0.140
C -0.835 -4.915 0.752 -0.023
C -1.201 -6.110 1.351 -0.072
C -1.934 -6.104 2.529 -0.079
C -2.298 -4.901 3.117 -0.069
C -1.929 -3.706 2.523 -0.022
C 0.576 1.097 -2.663 -0.249
O 0.117 1.421 -1.527 -0.128
H -0.212 5.051 -2.584 0.100
H 0.429 3.838 -1.439 0.071
H -1.134 3.562 -2.239 0.084
H 1.369 2.530 -5.651 0.127
H 1.917 0.176 -6.211 0.110
H 1.620 -1.606 -4.552 0.118
H 0.769 -2.357 -2.534 0.139
H -0.265 -4.909 -0.165 0.107
H -0.913 -7.048 0.896 0.105
H -2.221 -7.040 2.990 0.104
H -2.867 -4.896 4.037 0.105
H -2.192 -2.761 2.970 0.085
C -4.646 1.866 2.770 -0.055
C -3.855 0.615 2.384 -0.372
C -4.117 -0.497 3.399 -0.055
C -4.176 0.156 0.967 -0.131
C -5.436 -0.383 0.726 -0.035
C -5.788 -0.862 -0.523 -0.063
C -4.866 -0.818 -1.553 -0.032
C -3.595 -0.289 -1.362 -0.133
C -2.634 -0.196 -2.523 -0.376
C -3.014 0.941 -3.472 -0.038
C -2.503 -1.518 -3.275 -0.055
C -3.266 0.222 -0.105 -0.150
N -2.011 0.887 0.113 0.012
C -2.093 2.138 0.381 -0.109
C -0.986 2.846 0.913 -0.340
C -0.892 4.189 1.179 -0.022
C 0.357 4.374 1.781 -0.050
C 0.979 3.143 1.903 -0.210
N 0.162 2.155 1.340 -0.011
C 2.271 3.053 2.717 -0.527
C 3.371 3.905 2.066 -0.041
C 2.841 1.672 2.950 -0.090
C 1.949 3.652 4.101 -0.052
H -4.370 2.200 3.770 0.082
H -5.718 1.662 2.770 0.080
H -4.471 2.690 2.078 0.068
H -2.793 0.854 2.440 0.118
H -5.178 -0.741 3.464 0.076
H -3.791 -0.188 4.393 0.084
H -3.585 -1.403 3.125 0.051
H -6.151 -0.432 1.536 0.109
H -6.774 -1.271 -0.691 0.104
H -5.140 -1.190 -2.531 0.109
H -1.669 0.061 -2.094 0.077
H -3.980 0.752 -3.945 0.084
H -2.269 1.048 -4.262 0.078
H -3.087 1.891 -2.940 0.078
H -3.458 -1.828 -3.700 0.073
H -2.156 -2.320 -2.623 0.077
H -1.802 -1.415 -4.105 0.077
H -3.032 2.679 0.261 0.146
H -1.644 4.931 0.968 0.113
H 0.758 5.301 2.152 0.106
H 3.842 3.380 1.236 0.047
H 4.159 4.087 2.799 0.094
H 2.993 4.870 1.727 0.079
H 3.101 1.158 2.030 -0.009
H 2.157 1.070 3.547 0.069
H 3.781 1.768 3.495 0.088
H 1.705 4.712 4.046 0.074
H 2.821 3.541 4.747 0.086
H 1.107 3.136 4.567 0.089
Br 5.647 0.465 0.984 -0.406
C 2.664 1.784 -0.422 -0.124
C 3.223 2.858 -1.102 -0.073
C 4.022 2.501 -2.169 -0.045
C 4.229 1.149 -2.466 -0.065
C 3.614 0.191 -1.700 -0.188
N 2.791 0.541 -0.683 0.006
H 3.054 3.882 -0.810 0.105
H 4.509 3.268 -2.759 0.116
H 4.896 0.850 -3.260 0.113
H 3.776 -0.867 -1.860 0.120
N 1.893 -1.769 3.568 0.094
C 2.968 -1.963 2.734 -0.054
C 2.665 -1.333 1.576 -0.151
N 1.414 -0.753 1.700 -0.081
C 0.983 -1.041 2.913 -0.202
H 1.800 -2.101 4.513 0.162
H 3.853 -2.489 3.035 0.123
H 3.298 -1.193 0.724 0.036
H 0.040 -0.745 3.332 0.137



112
Properties=species:S:1:pos:R:3:lowdin_charge:R:1 method="wB97M-V/def2-TZVPD" homo_ev=-2.37 charge=-2 relative_energy_kcal_mol=54.87
Ba 0.393 0.140 -0.210 1.733
C 4.042 -2.463 1.116 -0.113
N 2.737 -3.055 1.355 -0.272
C 2.826 -4.495 1.208 -0.127
C 2.209 -2.687 2.656 -0.212
C 1.608 -1.275 2.757 -0.231
N 0.416 -1.161 1.946 -0.214
C -0.778 -0.947 2.467 -0.316
C -1.915 -1.218 1.642 -0.200
F -1.666 -1.766 0.421 0.000
C -3.213 -0.992 2.010 -0.251
F -4.200 -1.287 1.144 0.079
C -3.546 -0.500 3.263 0.015
C -2.477 -0.232 4.101 -0.248
F -2.738 0.276 5.329 0.053
C -1.165 -0.423 3.741 -0.181
F -0.224 -0.034 4.643 0.039
H 4.774 -2.764 1.889 0.084
H 3.977 -1.378 1.105 0.013
H 4.410 -2.794 0.143 0.078
H 3.570 -4.948 1.890 0.082
H 3.117 -4.734 0.183 0.059
H 1.856 -4.955 1.404 0.068
H 2.997 -2.777 3.431 0.113
H 1.414 -3.394 2.912 0.113
H 2.356 -0.543 2.420 0.091
H 1.434 -1.114 3.822 0.102
H -4.567 -0.314 3.556 0.119
O -4.939 4.971 -2.042 -0.069
C -4.407 4.203 -2.871 -0.700
O -4.492 4.166 -4.111 -0.052
C -3.486 3.125 -2.232 -0.086
C -3.673 2.773 -0.898 -0.006
C -2.812 1.864 -0.322 -0.233
N -1.796 1.290 -0.967 -0.105
C -1.649 1.575 -2.266 -0.193
C -2.464 2.488 -2.925 0.067
C -0.524 0.829 -2.973 -0.620
O -0.200 1.171 -4.105 0.047
O 0.001 -0.115 -2.282 -0.497
H -4.461 3.246 -0.327 0.108
H -2.922 1.570 0.721 0.050
H -2.285 2.701 -3.970 0.125
Cl 4.201 1.088 0.349 0.323
C 3.077 0.430 -0.958 -0.769
H 3.618 -0.462 -1.304 -0.094
H 3.205 1.165 -1.767 -0.071
C 3.892 -6.731 -3.306 -0.114
C 2.640 -6.926 -2.741 -0.099
C 1.894 -5.844 -2.292 -0.100
C 2.388 -4.550 -2.401 -0.360
C 3.652 -4.366 -2.962 -0.128
C 4.396 -5.442 -3.417 -0.102
As 1.413 -2.891 -1.847 1.379
C 0.796 -2.560 -3.663 -0.330
C 1.512 -1.954 -4.677 -0.089
C 0.919 -1.756 -5.914 -0.086
C -0.393 -2.155 -6.125 -0.088
C -1.111 -2.772 -5.113 -0.026
C -0.517 -2.994 -3.876 -0.193
C -1.137 -3.647 -2.713 -0.181
C -2.423 -4.178 -2.658 -0.023
C -2.861 -4.818 -1.509 -0.088
C -2.033 -4.924 -0.400 -0.092
C -0.761 -4.370 -0.437 -0.114
C -0.309 -3.740 -1.585 -0.345
H 4.473 -7.577 -3.654 0.090
H 2.241 -7.931 -2.653 0.095
H 0.915 -6.011 -1.859 0.094
H 4.045 -3.357 -3.041 0.095
H 5.373 -5.281 -3.858 0.095
H 2.514 -1.588 -4.483 0.106
H 1.462 -1.254 -6.704 0.098
H -0.870 -1.956 -7.076 0.096
H -2.141 -3.063 -5.287 0.101
H -3.088 -4.097 -3.510 0.102
H -3.864 -5.228 -1.473 0.095
H -2.386 -5.421 0.495 0.098
H -0.128 -4.408 0.442 0.093
C -2.862 5.519 1.594 -0.183
Si -2.965 4.422 3.122 0.420
C -3.384 5.539 4.601 -0.196
C -4.341 3.137 3.028 -0.169
C -1.312 3.576 3.471 -0.533
Te -0.458 2.615 1.729 1.279
C 1.578 3.013 2.358 -0.543
Si 2.268 4.415 1.309 0.389
C 1.341 6.012 1.736 -0.186
C 2.043 4.045 -0.524 -0.182
C 4.117 4.626 1.646 -0.193
H -3.850 5.728 1.178 0.037
H -2.278 5.053 0.798 0.003
H -2.396 6.476 1.844 0.025
H -4.359 6.012 4.456 0.023
H -2.647 6.336 4.729 0.020
H -3.428 4.972 5.535 0.021
H -5.301 3.615 2.816 0.034
H -4.428 2.603 3.977 0.028
H -4.163 2.397 2.247 0.005
H -1.389 2.842 4.275 0.005
H -0.569 4.321 3.764 0.002
H 2.171 2.103 2.242 -0.028
H 1.533 3.252 3.421 0.010
H 0.271 5.892 1.548 0.005
H 1.696 6.844 1.123 0.025
H 1.468 6.294 2.785 0.024
H 0.995 4.109 -0.827 0.020
H 2.406 3.041 -0.765 -0.009
H 2.605 4.753 -1.137 0.034
H 4.315 4.978 2.662 0.018
H 4.563 5.340 0.949 0.022
H 4.618 3.665 1.511 -0.013